1.
{"formula": "C6H6O", "method": "ωB97M-V/def2-TZVPD", "max_force_ev_per_a": 0.68, "homo_energy_ha": -0.371, "homo_lumo_gap_ev": 10.928, "relative_energy_kj_mol": 596.9, "elements": ["O", "C", "C", "C", "C", "C", "C", "H", "H", "H", "H", "H", "H"], "xyz": [[0.018, -0.010, 1.696], [0.564, -0.472, 0.515], [-0.472, -0.688, -0.608], [-1.398, 0.437, -0.749], [-2.184, 1.346, -0.821], [1.488, 0.937, -0.189], [2.243, 0.008, 0.202], [-0.380, 0.854, 1.499], [0.959, -1.468, 0.746], [-1.051, -1.585, -0.355], [0.048, -0.880, -1.551], [-2.869, 2.161, -0.912], [3.034, -0.641, 0.527]]}

2.
{"formula": "C6H6O", "method": "ωB97M-V/def2-TZVPD", "max_force_ev_per_a": 0.75, "homo_energy_ha": -0.375, "homo_lumo_gap_ev": 10.026, "relative_energy_kj_mol": 542.8, "elements": ["O", "C", "C", "C", "C", "C", "C", "H", "H", "H", "H", "H", "H"], "xyz": [[0.629, -0.326, 1.718], [-0.522, -0.198, 0.920], [-0.474, 1.065, 0.044], [0.600, 0.960, -0.942], [1.497, 0.778, -1.727], [-0.350, -1.748, -1.141], [-0.734, -1.438, 0.068], [1.378, -0.443, 1.113], [-1.353, -0.098, 1.625], [-0.307, 1.929, 0.696], [-1.433, 1.200, -0.468], [2.283, 0.629, -2.435], [-1.215, -2.310, 0.530]]}

3.
{"formula": "C6H6O", "method": "ωB97M-V/def2-TZVPD", "max_force_ev_per_a": 5.03, "homo_energy_ha": [-0.298, -0.298], "smiles": "C#CC(=C)CC=O", "homo_lumo_gap_ev": [7.638, 7.639], "relative_energy_kj_mol": 467.2, "elements": ["C", "C", "C", "C", "C", "O", "C", "H", "H", "H", "H", "H", "H"], "xyz": [[-2.765, 0.256, 0.204], [-1.581, 0.251, -0.053], [-0.173, 0.200, -0.337], [0.533, -1.134, -0.358], [1.313, -0.694, 0.844], [2.155, 0.256, 0.751], [0.606, 1.346, -0.540], [-3.820, 0.247, 0.418], [1.202, -1.268, -1.219], [-0.129, -1.970, -0.094], [1.066, -1.137, 1.826], [0.295, 2.275, -0.055], [1.297, 1.373, -1.387]]}

4.
{"formula": "C6H6O", "method": "ωB97M-V/def2-TZVPD", "max_force_ev_per_a": 0.49, "homo_energy_ha": [-0.284, -0.284], "homo_lumo_gap_ev": [7.460, 7.458], "relative_energy_kj_mol": 706.7, "elements": ["O", "C", "C", "C", "C", "C", "C", "H", "H", "H", "H", "H", "H"], "xyz": [[1.950, -0.970, -0.343], [1.362, 0.122, 0.323], [-0.148, 0.170, 0.105], [-0.780, -0.920, -0.490], [-1.575, -1.744, -1.078], [-0.806, 1.393, 0.420], [-1.282, 2.470, 0.691], [1.602, -1.783, 0.049], [1.561, 0.093, 1.405], [1.838, 1.021, -0.078], [0.090, -0.675, -1.245], [-2.105, -2.601, -0.674], [-1.707, 3.424, 0.916]]}

5.
{"formula": "C6H6O", "method": "ωB97M-V/def2-TZVPD", "max_force_ev_per_a": 0.84, "homo_energy_ha": -0.323, "smiles": "C#CCC(O)=C=C", "homo_lumo_gap_ev": 9.460, "relative_energy_kj_mol": 473.6, "elements": ["O", "C", "C", "C", "C", "C", "C", "H", "H", "H", "H", "H", "H"], "xyz": [[1.042, -0.438, 1.320], [0.075, -0.337, 0.414], [0.192, 0.865, -0.476], [1.219, 0.592, -1.467], [2.058, 0.224, -2.241], [-1.011, -1.134, 0.434], [-2.031, -0.599, 1.103], [0.855, -1.230, 1.849], [-1.865, 0.412, 1.486], [0.440, 1.746, 0.134], [-0.778, 1.050, -0.950], [2.804, -0.118, -2.917], [-2.999, -1.032, 1.310]]}

6.
{"formula": "C6H6O", "method": "ωB97M-V/def2-TZVPD", "max_force_ev_per_a": 5.32, "homo_energy_ha": -0.333, "homo_lumo_gap_ev": 8.686, "relative_energy_kj_mol": 859.1, "elements": ["C", "C", "C", "C", "C", "C", "H", "H", "H", "H", "H", "H", "O"], "xyz": [[3.751, 0.086, -0.333], [2.561, -0.250, -0.067], [1.137, -0.799, -0.096], [0.107, 0.292, -0.175], [-1.202, -0.428, 0.261], [-2.418, 0.468, 0.051], [4.703, 0.667, -0.347], [0.932, -1.966, 0.334], [-0.187, 1.695, -0.189], [-1.057, -1.074, 1.132], [-3.239, 0.471, 0.670], [-2.671, 1.564, -0.470], [-2.416, -0.725, -0.772]]}

7.
{"formula": "C6H6O", "method": "ωB97M-V/def2-TZVPD", "max_force_ev_per_a": 0.40, "homo_energy_ha": -0.324, "smiles": "OC=C=CC1=CC1", "homo_lumo_gap_ev": 9.395, "relative_energy_kj_mol": 415.9, "elements": ["O", "C", "C", "C", "C", "C", "C", "H", "H", "H", "H", "H", "H"], "xyz": [[-2.592, -1.441, 0.488], [-1.922, -0.978, -0.607], [0.718, 1.648, 0.433], [1.186, 0.311, -0.045], [2.072, 1.016, 0.587], [-0.624, -1.039, -0.771], [0.681, -0.880, -0.700], [-1.934, -1.694, 1.151], [-2.595, -0.567, -1.352], [0.037, 1.714, 1.288], [0.565, 2.442, -0.303], [3.059, 1.119, 1.009], [1.385, -1.614, -1.087]]}

8.
{"formula": "C6H6O2", "method": "ωB97M-V/def2-TZVPD", "max_force_ev_per_a": 10.06, "homo_energy_ha": -0.293, "smiles": "C1=C2OCOC2=CC1", "homo_lumo_gap_ev": 8.763, "relative_energy_kj_mol": 376.7, "elements": ["C", "C", "C", "C", "C", "C", "H", "H", "H", "H", "H", "H", "O", "O"], "xyz": [[2.354, -0.060, -0.018], [0.382, 0.624, -0.175], [-0.861, 1.248, -0.151], [-1.974, 0.125, -0.077], [-1.106, -1.161, 0.036], [0.270, -0.856, -0.001], [2.859, -0.019, 1.065], [2.788, 0.057, -1.033], [-1.057, 2.215, 0.443], [-2.469, 0.084, 0.875], [-2.882, 0.025, -0.670], [-1.360, -2.187, -0.186], [1.605, 1.102, -0.015], [1.451, -1.198, -0.094]]}